No. 1
ORCA calculation (the ωB97M-V functional and the def2-TZVPD basis) on C53H47N12O3P2SSr as an isolated structure in a non-equilibrium geometry.

Last column: Löwdin charge in e.
Atoms and positions in Å:
Sr -1.815 0.202 0.012  1.194
C -2.451 1.530 -4.741  -0.035
C -2.005 1.311 -3.328  -0.306
N -2.545 0.409 -2.567  -0.046
N -3.551 -0.280 -3.133  -0.032
C -4.106 -1.241 -2.389  -0.877
N -5.087 -1.895 -3.022  0.070
S -3.732 -1.766 -0.784  0.507
C -0.816 1.976 -2.794  -0.235
C -0.287 3.116 -3.412  -0.015
C 0.944 3.602 -3.020  -0.056
C 1.627 2.954 -2.000  -0.046
C 0.996 1.884 -1.389  -0.167
N -0.193 1.402 -1.744  0.033
H -2.643 0.564 -5.205  0.071
H -1.713 2.069 -5.331  0.066
H -3.398 2.074 -4.782  0.089
H -5.354 -1.571 -3.937  0.101
H -5.615 -2.620 -2.576  0.084
H -0.831 3.593 -4.212  0.115
H 1.371 4.467 -3.510  0.118
H 2.612 3.265 -1.681  0.110
H 1.485 1.356 -0.585  0.043
O -3.646 1.277 1.133  -0.430
P -2.639 2.348 1.420  0.710
C -0.751 1.613 1.670  -0.328
P -1.008 -0.088 2.692  0.727
O -1.485 -1.261 1.877  -0.454
C 0.352 -0.307 3.808  -0.316
C 1.355 0.634 4.011  -0.088
C 2.270 0.455 5.039  -0.059
C 2.186 -0.661 5.856  -0.061
C 1.187 -1.607 5.648  -0.056
C 0.265 -1.430 4.630  -0.062
C -2.270 0.380 3.847  -0.325
C -3.474 -0.320 3.816  -0.052
C -4.442 -0.054 4.776  -0.047
C -4.200 0.891 5.766  -0.060
C -3.000 1.588 5.790  -0.066
C -2.038 1.341 4.825  -0.083
C -2.407 3.389 -0.034  -0.298
C -1.227 4.078 -0.300  -0.097
C -1.257 5.208 -1.096  -0.068
C -2.458 5.638 -1.648  -0.049
C -3.631 4.935 -1.410  -0.044
C -3.614 3.826 -0.577  -0.054
C -3.062 3.490 2.681  -0.309
C -4.393 3.472 3.088  -0.057
C -4.835 4.426 3.993  -0.052
C -3.952 5.381 4.482  -0.054
C -2.630 5.400 4.055  -0.059
C -2.182 4.460 3.142  -0.071
H -0.168 2.277 2.300  0.044
H -0.305 1.575 0.652  -0.034
H 1.453 1.498 3.369  0.096
H 3.050 1.188 5.197  0.113
H 2.898 -0.798 6.659  0.112
H 1.119 -2.476 6.287  0.113
H -0.520 -2.163 4.484  0.124
H -3.666 -1.050 3.042  0.117
H -5.383 -0.586 4.746  0.114
H -4.948 1.082 6.525  0.112
H -2.815 2.325 6.560  0.113
H -1.104 1.891 4.865  0.114
H -0.284 3.760 0.125  0.100
H -0.344 5.759 -1.281  0.115
H -2.479 6.529 -2.263  0.113
H -4.565 5.264 -1.846  0.114
H -4.538 3.306 -0.354  0.122
H -5.076 2.718 2.718  0.119
H -5.868 4.420 4.314  0.115
H -4.298 6.119 5.193  0.113
H -1.950 6.157 4.423  0.112
H -1.156 4.505 2.793  0.110
C 3.561 -2.935 2.373  -0.074
N 2.846 -1.859 1.713  -0.122
C 1.601 -1.828 1.218  -0.146
N 1.364 -0.649 0.675  0.079
C 2.531 0.007 0.856  -0.227
N 3.459 -0.684 1.485  0.146
C 4.704 -3.462 1.537  -0.196
C 5.887 -3.846 2.153  -0.030
C 6.956 -4.305 1.396  -0.052
C 6.859 -4.365 0.018  -0.008
C 5.671 -3.983 -0.603  -0.129
C 4.594 -3.542 0.156  0.034
C 5.579 -4.023 -2.058  -0.288
N 6.494 -4.319 -2.916  0.124
N 5.920 -4.201 -4.162  0.123
C 4.695 -3.846 -3.974  -0.284
O 4.403 -3.707 -2.655  0.129
C 3.646 -3.623 -4.962  -0.133
C 3.960 -3.680 -6.315  -0.013
C 2.954 -3.514 -7.252  -0.056
C 1.647 -3.300 -6.844  -0.034
C 1.331 -3.238 -5.491  -0.186
C -0.117 -3.058 -5.088  -0.074
N -0.314 -2.860 -3.668  -0.143
C -0.075 -1.775 -2.919  -0.159
N -0.404 -2.013 -1.665  0.058
C -0.825 -3.306 -1.702  -0.242
N -0.783 -3.853 -2.896  0.126
C 2.335 -3.393 -4.550  0.036
H 2.830 -3.712 2.603  0.138
H 3.939 -2.541 3.316  0.126
H 0.918 -2.660 1.278  0.141
H 2.715 1.023 0.554  0.100
H 5.981 -3.777 3.230  0.115
H 7.876 -4.598 1.883  0.111
H 7.688 -4.702 -0.589  0.120
H 3.677 -3.244 -0.337  0.123
H 4.982 -3.861 -6.618  0.118
H 3.188 -3.559 -8.307  0.110
H 0.862 -3.188 -7.583  0.119
H -0.684 -3.952 -5.344  0.137
H -0.572 -2.222 -5.623  0.132
H 0.273 -0.844 -3.340  0.133
H -1.211 -3.837 -0.848  0.102
H 2.102 -3.370 -3.494  0.119

Computed properties:
HOMO-LUMO gap, Eh: 0.24846
Total charge: +1

No. 2
ORCA calculation (the ωB97M-V functional and the def2-TZVPD basis) on a 3-piece molecular cluster, C6H18O3 overall in a non-equilibrium geometry.

Last column: Löwdin charge in e.
Atoms and positions in Å:
C 21.716 -5.164 -12.298  -0.135
C 22.990 -5.811 -11.617  -0.324
O 22.481 -6.865 -10.971  -0.056
H 21.280 -4.410 -11.643  0.096
H 20.911 -5.842 -12.583  0.065
H 21.980 -4.551 -13.160  -0.022
H 23.345 -5.138 -10.836  0.109
H 23.835 -6.008 -12.277  0.113
H 21.599 -6.599 -10.700  0.089
C 22.561 -6.393 -14.926  -0.066
C 21.091 -6.780 -14.761  -0.274
O 20.526 -7.089 -16.081  -0.104
H 22.691 -5.635 -15.698  0.075
H 23.137 -7.228 -15.325  0.082
H 23.105 -6.160 -14.011  0.042
H 20.412 -6.074 -14.283  0.086
H 20.985 -7.735 -14.246  0.114
H 19.877 -7.795 -16.026  0.069
C 22.200 -1.567 -13.218  -0.076
C 22.507 -3.003 -13.255  -0.392
O 23.390 -3.198 -14.376  -0.049
H 22.041 -1.290 -14.260  0.085
H 23.116 -1.170 -12.782  0.086
H 21.342 -1.199 -12.655  0.084
H 21.546 -3.435 -13.535  0.101
H 22.885 -3.334 -12.287  0.116
H 22.868 -3.224 -15.181  0.086

Computed properties:
HOMO-LUMO gap, Eh: 0.37338
SMILES string: CCO.CCO.CCO

No. 3
ORCA calculation (the ωB97M-V functional and the def2-TZVPD basis) on an isolated molecule of C2H6O in a non-equilibrium geometry.

Last column: Löwdin charge in e.
Atoms and positions in Å:
C 1.130 0.209 0.001  -0.168
O 0.031 -0.658 -0.006  -0.226
C -1.152 0.222 0.001  -0.087
H 1.189 0.596 0.995  0.077
H 0.963 1.091 -0.575  0.063
H 2.070 -0.236 -0.338  0.093
H -0.872 1.243 0.277  0.074
H -1.881 -0.261 0.681  0.091
H -1.591 0.245 -1.002  0.083

Computed properties:
HOMO-LUMO gap, Eh: 0.39939
SMILES string: COC

No. 4
ORCA calculation (the ωB97M-V functional and the def2-TZVPD basis) on an isolated molecule of C4H12N2O in a non-equilibrium geometry.

Last column: Löwdin charge in e.
Atoms and positions in Å:
N 1.462 1.493 -0.070  0.011
C 1.789 0.153 0.293  -0.293
C 0.561 -0.620 0.700  -0.393
N 0.472 -2.030 0.959  0.041
C -0.439 -0.392 -0.523  -0.135
C -1.296 0.928 -0.685  -0.301
O -2.539 0.460 -0.476  -0.061
H 0.856 1.961 0.611  0.081
H 2.191 2.175 -0.129  0.074
H 2.119 -0.218 -0.709  0.115
H 2.623 -0.185 0.974  0.126
H 0.072 -0.215 1.621  0.147
H 1.160 -2.536 0.430  0.074
H -0.424 -2.362 0.855  0.039
H -1.115 -1.109 -0.627  0.043
H 0.368 -0.407 -1.300  0.103
H -0.894 1.149 -1.778  0.149
H -1.115 1.638 0.051  0.076
H -2.766 -0.224 -1.126  0.104

Computed properties:
HOMO-LUMO gap, Eh: 0.34846
SMILES string: NC[C@H](N)CCO